# 1
{"formula": "C4H3N4", "method": "ωB97M-V/def2-TZVPD", "symbols": ["C", "C", "C", "C", "N", "N", "N", "N", "H", "H", "H"], "xyz": [[-0.597, -0.098, 1.898], [0.812, -0.941, -0.137], [0.183, -0.682, 0.991], [-0.572, 1.009, -1.031], [-1.399, 0.706, 1.242], [1.086, -0.380, -1.338], [-1.230, 0.796, -0.024], [0.334, 0.593, -1.812], [-0.663, -0.110, 2.900], [1.335, -2.007, -0.121], [0.711, 1.113, -2.568]], "forces_ev_per_angstrom": [[0.4, -0.6, -2.6], [2.2, -2.3, -2.2], [0.5, 0.2, -0.3], [-4.1, 1.0, 5.6], [-1.9, 2.0, -0.4], [1.3, -2.3, 1.1], [2.3, 0.1, -3.9], [0.1, 0.0, 0.2], [0.0, -0.3, 3.4], [-0.9, 1.9, 0.3], [0.2, 0.3, -1.1]], "molar_mass_g_mol": 107.1, "charge": 1}

---

# 2
{"formula": "C4H3NO", "method": "ωB97M-V/def2-TZVPD", "symbols": ["C", "C", "N", "C", "C", "O", "H", "H", "H"], "xyz": [[-1.278, 0.471, -0.163], [-0.335, -0.589, -0.600], [-1.055, -1.385, 0.230], [0.901, 0.410, -0.127], [1.959, 0.788, 0.317], [-1.908, 1.384, 0.162], [-0.970, -1.377, 1.238], [-0.256, -0.759, -1.668], [2.941, 1.057, 0.611]], "forces_ev_per_angstrom": [[-0.1, -1.5, -1.9], [1.4, 6.6, 0.7], [-2.2, -1.1, 1.5], [0.5, -2.9, -0.3], [-0.7, -0.2, -0.5], [0.0, -0.9, 0.5], [0.9, 0.1, -0.1], [0.2, -0.4, 0.0], [0.1, 0.3, 0.2]], "molar_mass_g_mol": 81.1}

---

# 3
{"formula": "C4H3NO", "method": "ωB97M-V/def2-TZVPD", "symbols": ["C", "C", "C", "C", "N", "O", "H", "H", "H"], "xyz": [[0.712, -0.464, -0.634], [1.189, 0.552, 0.098], [-0.703, -0.463, -0.331], [-0.922, 0.903, 0.281], [-1.586, -1.173, 0.202], [0.280, 1.422, 0.573], [1.292, -1.181, -1.188], [2.112, 0.840, 0.499], [-2.374, -0.437, 0.501]], "forces_ev_per_angstrom": [[0.7, -1.1, 0.2], [1.1, -0.8, -1.1], [1.0, 3.7, 0.7], [-1.2, 1.5, 0.1], [-2.8, -0.6, 0.4], [-2.5, -0.6, 0.2], [0.1, -0.2, 0.3], [1.8, -0.2, -0.4], [1.8, -1.9, -0.5]], "molar_mass_g_mol": 81.1}

---

# 4
{"formula": "C4H3NO", "method": "ωB97M-V/def2-TZVPD", "symbols": ["N", "C", "C", "C", "C", "O", "H", "H", "H"], "xyz": [[2.805, 2.028, 1.797], [2.083, 1.515, 0.975], [1.093, 0.913, 0.154], [0.239, 0.115, -0.269], [-0.772, -0.761, -0.741], [-1.451, -1.334, 0.371], [-1.446, -0.278, -1.523], [-0.261, -1.649, -1.152], [-2.291, -0.550, 0.387]], "forces_ev_per_angstrom": [[-3.4, -2.5, -4.2], [2.1, 2.0, 3.2], [-1.2, -2.1, 0.0], [3.6, 3.9, 1.4], [-0.2, -1.8, -1.2], [-4.9, 4.5, -0.4], [0.9, -0.7, 0.9], [-0.1, 0.5, -0.6], [3.3, -3.9, 0.9]], "molar_mass_g_mol": 81.1}

---

# 5
{"formula": "C4H3NO", "method": "ωB97M-V/def2-TZVPD", "symbols": ["N", "C", "C", "C", "C", "O", "H", "H", "H"], "xyz": [[-2.386, -1.945, -1.820], [-1.913, -0.959, -1.435], [-1.234, 0.068, -0.810], [-0.540, 0.668, -0.025], [0.417, 0.884, 1.072], [1.524, 0.031, 0.897], [0.796, 1.904, 1.131], [-0.133, 0.665, 2.000], [1.184, -0.864, 0.756]], "forces_ev_per_angstrom": [[0.2, 1.0, 0.1], [-0.4, -0.9, -0.3], [0.3, 0.1, 0.5], [-0.3, -0.5, -0.3], [-0.2, 0.3, 0.0], [0.1, -0.2, 0.1], [-0.1, -0.1, -0.1], [0.2, 0.1, -0.1], [0.2, 0.1, 0.0]], "molar_mass_g_mol": 81.1}

---

# 6
{"formula": "C4H3NO2", "method": "ωB97M-V/def2-TZVPD", "symbols": ["O", "C", "C", "N", "C", "C", "O", "H", "H", "H"], "xyz": [[-1.253, 1.134, -0.093], [-0.486, 0.934, -1.147], [0.044, 1.494, 0.925], [0.345, -0.050, -1.249], [0.342, -1.039, -0.287], [0.271, -0.880, 1.042], [0.357, 0.426, 1.528], [-0.496, 1.678, -1.950], [0.475, -2.042, -0.675], [0.357, -1.619, 1.833]], "forces_ev_per_angstrom": [[1.4, 0.2, 1.1], [0.7, -0.2, -0.1], [-1.3, -0.4, 0.0], [-0.4, -0.2, -0.3], [0.0, -0.2, 0.1], [-0.1, 0.1, -0.4], [-0.1, 0.5, -0.3], [-0.1, -0.2, 0.1], [0.0, 0.0, 0.1], [0.0, 0.2, -0.4]], "molar_mass_g_mol": 97.1}

---

# 7
{"formula": "C4H3NO2", "method": "ωB97M-V/def2-TZVPD", "symbols": ["O", "C", "C", "N", "C", "C", "O", "H", "H", "H"], "xyz": [[1.151, -0.779, -1.672], [0.676, 0.205, -1.171], [-1.687, 1.999, 0.506], [-0.829, 1.198, 0.431], [0.189, 0.232, 0.288], [-0.264, -1.173, 0.710], [-1.401, -1.446, 0.975], [0.556, 1.162, -1.714], [1.051, 0.511, 0.913], [0.559, -1.910, 0.735]], "forces_ev_per_angstrom": [[-0.2, 0.5, 0.3], [0.2, -0.4, -0.2], [0.8, -0.8, -0.1], [-0.8, 0.8, 0.1], [0.0, 0.0, 0.0], [-0.4, -0.1, 0.1], [0.5, 0.1, -0.1], [0.0, -0.1, 0.0], [-0.1, 0.0, -0.1], [-0.1, 0.0, 0.0]], "molar_mass_g_mol": 97.1}

---

# 8
{"formula": "C4H3NO2", "method": "ωB97M-V/def2-TZVPD", "symbols": ["O", "C", "C", "N", "C", "C", "O", "H", "H", "H"], "xyz": [[0.399, -2.252, 0.477], [0.734, -1.291, -0.107], [1.015, -0.376, -1.038], [0.240, 0.711, -1.197], [-0.678, 1.024, -0.340], [-0.711, 0.410, 0.973], [-1.740, 0.215, 1.586], [2.035, -0.410, -1.496], [-1.469, 1.844, -0.419], [0.174, 0.126, 1.562]], "forces_ev_per_angstrom": [[0.7, 1.7, -0.8], [-0.5, -3.0, 0.5], [2.2, -0.3, 0.3], [-2.1, 2.0, -0.4], [0.4, 0.7, -0.4], [-1.3, -0.5, 2.1], [-0.4, 0.2, -0.2], [-1.2, -0.1, 0.3], [1.4, -1.1, -0.7], [0.8, 0.4, -0.6]], "molar_mass_g_mol": 97.1}

---

# 9
{"formula": "C4H3NO2", "method": "ωB97M-V/def2-TZVPD", "symbols": ["O", "C", "C", "N", "O", "C", "C", "H", "H", "H"], "xyz": [[2.136, 0.847, 0.878], [1.034, 0.468, 1.113], [-0.056, 0.963, -0.523], [-0.388, 2.052, -0.304], [-2.169, -0.466, -0.718], [-1.151, -1.093, -0.600], [0.211, -0.412, -0.181], [0.454, 0.765, 1.998], [-1.103, -2.127, -1.000], [1.027, -0.982, -0.633]], "forces_ev_per_angstrom": [[-0.8, -1.0, 0.3], [0.6, -0.7, 0.1], [-0.4, 1.5, -0.4], [0.1, -0.5, -0.8], [0.5, -0.5, 0.3], [-0.3, 0.3, 0.3], [0.2, 0.5, 0.2], [-0.3, -0.3, -0.2], [0.3, 0.1, 0.5], [0.0, 0.6, -0.2]], "molar_mass_g_mol": 97.1}

---

# 10
{"formula": "C4H3NO2", "method": "ωB97M-V/def2-TZVPD", "symbols": ["O", "C", "C", "N", "O", "C", "C", "H", "H", "H"], "xyz": [[-2.323, 0.339, -0.637], [-1.567, -0.742, -0.568], [-0.219, -0.432, -0.127], [0.554, -1.497, -0.050], [1.758, -1.048, 0.370], [1.706, 0.287, 0.544], [0.475, 0.752, 0.246], [-3.093, -0.158, -0.935], [2.625, 0.740, 0.882], [0.085, 1.758, 0.275]], "forces_ev_per_angstrom": [[0.1, -0.9, -0.1], [0.3, -0.3, 0.0], [0.1, -0.3, 0.0], [-0.1, 0.2, 0.0], [0.3, 0.1, 0.1], [0.0, 0.2, 0.0], [0.1, 0.1, 0.0], [-0.9, 1.1, -0.1], [-0.1, 0.0, 0.0], [0.2, -0.1, 0.0]], "molar_mass_g_mol": 97.1}

---

no.,strongest force on any atom (eV/Å),electronic energy (eV)
1,7.00,-10140.7690
2,6.81,-7727.6256
3,3.88,-7728.9203
4,6.70,-7730.1861
5,1.03,-7731.1973
6,1.75,-9777.0866
7,1.13,-9779.2340
8,3.13,-9778.5583
9,1.63,-9778.1201
10,1.40,-9777.2615